1.
Formula: C63H111N3O30
Source: the Open Molecules 2025 dataset
Level of theory: the ωB97M-V functional and the def2-TZVPD basis

Its SMILES is CC1(C)CCCC(C)(C)N1O.CC1(C)CCCC(C)(C)N1O.CC1(C)CCCC(C)(C)N1O.C[C@H]1COC(=O)O1.C[C@H]1COC(=O)O1.C[C@H]1COC(=O)O1.C[C@H]1COC(=O)O1.C[C@H]1COC(=O)O1.C[C@H]1COC(=O)O1.C[C@H]1COC(=O)O1.C[C@H]1COC(=O)O1.C[C@H]1COC(=O)O1. The calculation puts the molar mass at 1390.57 Da.

Atoms and positions in Å:
C -1.92328 1.69015 0.44390
C -1.02123 0.55356 -0.00996
C -0.58273 -0.31039 1.17471
C -1.81381 -0.27548 -1.02406
C -0.95450 -1.21725 -1.83766
C 0.05730 -0.42045 -2.64552
C 0.93851 0.46838 -1.76208
C 2.12817 -0.34960 -1.22922
C 1.48186 1.60360 -2.64918
N 0.17798 1.03905 -0.67012
O 0.91067 2.00482 0.04432
H -1.43863 2.29204 1.21477
H -2.17422 2.34515 -0.39285
H -2.80895 1.26329 0.90970
H -1.42016 -0.62289 1.80693
H -0.06165 -1.20510 0.84984
H 0.06055 0.30482 1.80256
H -2.63543 -0.74272 -0.48484
H -2.27082 0.40764 -1.75267
H -0.52767 -2.04214 -1.25550
H -1.57907 -1.79334 -2.53694
H -0.35720 0.17873 -3.46112
H 0.67955 -1.16273 -3.15869
H 1.77842 -1.22789 -0.68422
H 2.75352 0.25065 -0.56551
H 2.74187 -0.68557 -2.06595
H 0.67945 2.32978 -2.80755
H 1.76050 1.17723 -3.61173
H 2.31558 2.13794 -2.19401
H 1.29306 1.49452 0.77681
C -6.35480 -4.53132 1.98962
C -5.47386 -3.95665 0.88126
C -6.07154 -2.58238 0.52365
C -4.05529 -3.79877 1.43328
C -3.03659 -3.52685 0.34435
C -3.05050 -4.60095 -0.74197
C -4.46346 -4.74141 -1.32885
C -4.69595 -3.70724 -2.43439
C -4.42947 -6.11991 -2.04607
N -5.43236 -4.86187 -0.26099
O -6.72125 -5.13579 -0.79301
H -5.92523 -5.47342 2.34824
H -6.50441 -3.84017 2.81400
H -7.33673 -4.79950 1.59112
H -5.81890 -1.80740 1.25411
H -5.70672 -2.17146 -0.42300
H -7.15619 -2.60621 0.40779
H -4.08851 -2.98458 2.15791
H -3.76825 -4.73077 1.93435
H -3.31281 -2.57239 -0.12480
H -2.05086 -3.32389 0.77397
H -2.76390 -5.54975 -0.28108
H -2.34542 -4.28263 -1.50882
H -4.74365 -2.67650 -2.07740
H -5.63721 -3.91283 -2.95040
H -3.91022 -3.76942 -3.18784
H -4.25877 -6.89361 -1.29903
H -3.64463 -6.12874 -2.80472
H -5.36156 -6.32682 -2.57359
H -7.00353 -5.89314 -0.27068
C -6.55060 1.18160 5.90398
C -5.33133 2.00054 6.32798
C -5.84704 3.37747 6.80596
C -4.66152 1.25333 7.48982
C -3.30585 1.83701 7.80226
C -2.40179 1.66977 6.58685
C -2.99227 2.40105 5.35773
C -2.70831 3.90635 5.46222
C -2.27156 1.84778 4.12344
N -4.40259 2.07194 5.21671
O -4.99272 2.57151 4.02893
H -6.90523 1.48783 4.91946
H -6.30404 0.11874 5.83112
H -7.38622 1.30274 6.59399
H -6.34004 3.93727 6.01842
H -6.49624 3.23016 7.67559
H -5.01459 3.91739 7.26062
H -5.35144 1.23348 8.33506
H -4.52984 0.21924 7.15643
H -3.31848 2.87036 8.15642
H -2.80332 1.31111 8.62595
H -2.26483 0.60988 6.37417
H -1.43983 2.14333 6.77509
H -2.88833 4.38392 4.49479
H -1.67371 4.11991 5.73614
H -3.36303 4.38450 6.18643
H -2.60941 2.44437 3.27161
H -2.54411 0.80862 3.93076
H -1.18384 1.91069 4.18204
H -5.03838 1.78076 3.47416
C 4.96229 -1.90974 4.40796
C 4.30403 -0.77533 3.66085
C 3.67783 -1.15761 2.30582
O 2.26971 -0.97972 2.51380
C 2.02015 -0.50422 3.76160
O 0.93529 -0.19387 4.14084
O 3.13914 -0.47437 4.47774
H 5.87620 -2.25829 3.91768
H 4.28026 -2.75727 4.51150
H 5.24320 -1.66265 5.43270
H 4.94126 0.09634 3.54852
H 3.93268 -2.18022 2.04636
H 3.92755 -0.42093 1.54531
C 0.27989 4.88529 -0.97279
C 0.05861 5.66654 0.30214
C 0.16897 4.85437 1.60616
O 1.12614 5.59664 2.36898
C 1.72759 6.53210 1.59655
O 2.72232 7.10900 1.87863
O 1.01840 6.72285 0.45637
H 0.22059 5.50719 -1.86381
H -0.35799 4.00417 -1.05386
H 1.29152 4.46337 -0.94307
H -0.89309 6.19984 0.19051
H 0.54131 3.85395 1.40282
H -0.78152 4.89109 2.13129
C 6.23895 4.86484 0.29795
C 4.83549 4.50432 0.69036
C 4.11486 3.38329 -0.04860
O 3.57601 2.60140 1.01521
C 4.14225 2.93379 2.19159
O 4.08149 2.30530 3.19690
O 4.82660 4.09843 2.07407
H 6.62139 5.64172 0.96048
H 6.34215 5.18034 -0.73706
H 6.93310 4.03438 0.48519
H 4.20749 5.39027 0.57793
H 4.76106 2.80023 -0.71001
H 3.25780 3.75417 -0.60681
C 0.23060 1.81981 -6.73336
C 0.75813 0.50520 -7.27616
C 1.80396 -0.11869 -6.30659
O 1.17075 -1.29992 -5.84074
C 0.04155 -1.54061 -6.54700
O -0.54915 -2.56370 -6.54818
O -0.29676 -0.45184 -7.27333
H -0.51733 2.23949 -7.40817
H 1.03412 2.55437 -6.64893
H -0.23294 1.68401 -5.75389
H 1.17931 0.74135 -8.25389
H 1.99030 0.65141 -5.56361
H 2.73382 -0.39292 -6.80473
C 5.95583 -6.72005 -0.95350
C 6.34916 -5.29895 -0.62915
C 6.80597 -4.46708 -1.82468
O 6.26855 -3.16984 -1.59430
C 5.23993 -3.28730 -0.70896
O 4.47599 -2.42281 -0.43050
O 5.20736 -4.52151 -0.19407
H 5.39758 -6.75140 -1.88681
H 5.36025 -7.10792 -0.12735
H 6.85709 -7.32886 -1.01211
H 7.05405 -5.27156 0.20332
H 6.45748 -4.88521 -2.77503
H 7.88857 -4.38718 -1.93208
C 1.30942 -3.65743 0.88072
C 1.54534 -4.59217 2.02521
C 1.31767 -6.07560 1.76929
O 2.35541 -6.70985 2.51255
C 3.31636 -5.79935 2.81379
O 4.35623 -6.05901 3.32757
O 2.95388 -4.57899 2.37359
H 0.27539 -3.75604 0.53286
H 1.95634 -3.83903 0.01875
H 1.46480 -2.61703 1.15539
H 1.02879 -4.23409 2.92095
H 1.45335 -6.31171 0.71056
H 0.33758 -6.40875 2.09978
C -5.54686 0.53879 -2.75266
C -5.09993 1.52813 -1.69055
C -6.13664 2.60012 -1.30118
O -6.35381 2.38232 0.09236
C -5.58996 1.37689 0.53822
O -5.54245 0.98105 1.65943
O -4.85030 0.84467 -0.46266
H -4.67454 -0.09462 -2.95727
H -5.77837 1.03255 -3.69571
H -6.32691 -0.15202 -2.43498
H -4.17183 1.97372 -2.05501
H -7.08016 2.42851 -1.81829
H -5.77316 3.60302 -1.51076
C 2.15667 4.87366 -5.12072
C 3.16085 4.52688 -4.06371
C 4.63510 4.81816 -4.38866
O 5.12320 5.55371 -3.29354
C 4.10495 5.90127 -2.46941
O 4.21157 6.57992 -1.50376
O 2.94405 5.37942 -2.90516
H 2.33884 4.23186 -5.99383
H 2.30440 5.89755 -5.46293
H 1.13165 4.63632 -4.84552
H 3.05223 3.50258 -3.70703
H 4.69358 5.32137 -5.36321
H 5.18480 3.89633 -4.58420
C 4.13344 -2.32121 -4.10295
C 5.01106 -1.10781 -3.93183
C 6.12157 -0.94182 -4.96782
O 5.91551 0.37371 -5.51842
C 4.78074 0.89659 -5.01016
O 4.34169 1.95970 -5.33813
O 4.19496 0.06054 -4.15466
H 4.04839 -2.60241 -5.15894
H 3.12370 -2.20233 -3.71394
H 4.50832 -3.22813 -3.61994
H 5.36580 -1.12719 -2.90050
H 6.17960 -1.70661 -5.74035
H 7.10792 -0.89749 -4.50189

=====

2.
Formula: C37H60AuFN3O10P2S2
Source: the Open Molecules 2025 dataset
Level of theory: the ωB97M-V functional and the def2-TZVPD basis

The calculation puts the molar mass at 1048.95 Da. The energy above the lowest of the compared OMol25 structures with the same formula, charge and spin is 0.0 kJ/mol. Its net charge is +1.

Atoms and positions in Å:
Au -1.42693 -0.76764 0.04050
C -2.44206 3.61801 5.13193
C -1.48425 4.40978 4.25424
N -0.82756 3.56446 3.25385
C -1.45202 3.36726 2.07870
C -1.08989 2.45106 1.14038
C -2.07647 2.25747 0.02624
O -2.67711 3.22451 -0.41233
O -2.30484 1.04923 -0.38138
C 0.09848 1.68739 1.33576
O 0.49850 0.80595 0.55389
C 0.80710 1.94122 2.59345
C 1.89164 1.12553 2.90733
C 2.34576 1.07486 4.18840
F 3.31967 0.17525 4.50606
C 1.76367 1.82708 5.21453
C 0.77768 2.73389 4.87520
C 0.26735 2.77863 3.57408
N 2.03138 1.60485 6.58687
C 0.92853 1.17321 7.41432
C 0.92660 -0.33871 7.59256
N 2.25338 -0.73966 8.18912
C 3.41696 -0.30572 7.33193
C 3.32150 1.19865 7.08574
H -2.91754 4.27801 5.85817
H -1.93082 2.81698 5.66558
H -3.21658 3.15307 4.52300
H -0.71756 4.92098 4.83579
H -2.02313 5.18208 3.70778
H -2.33873 3.96302 1.90106
H 2.26668 0.44399 2.15803
H 0.34846 3.33626 5.66216
H -0.01491 1.45505 6.95242
H 0.97252 1.65924 8.39839
H 0.83728 -0.85015 6.63376
H 0.14480 -0.68113 8.26851
H 2.28359 -1.74961 8.32507
H 2.33922 -0.31439 9.11504
H 3.33438 -0.86247 6.40321
H 4.33045 -0.58302 7.85578
H 4.10669 1.48502 6.39147
H 3.51786 1.72549 8.03000
C 1.67614 -2.60632 -0.19052
O 0.39712 -3.19193 -0.52304
P -0.81062 -2.89555 0.45261
O -1.91018 -3.93660 0.05394
C -3.23885 -3.68287 -0.43921
O -0.23262 -3.38457 1.80680
C -0.93032 -3.96589 2.92821
H 2.29007 -2.68839 -1.08250
H 2.12504 -3.16230 0.62955
H 1.55785 -1.55666 0.08574
H -3.93640 -4.13296 0.26114
H -3.32329 -4.14974 -1.41650
H -3.43412 -2.61431 -0.51686
H -0.15368 -4.38277 3.56142
H -1.58613 -4.75503 2.56588
H -1.48846 -3.20435 3.46620
O -1.68584 0.84096 3.84208
S -1.42271 -0.56845 3.66534
O -0.05961 -0.89764 3.29994
O -2.01776 -1.43034 4.66331
S -2.60913 -1.20600 1.96731
O -0.67362 -0.51593 -1.93055
P -0.26616 -0.40705 -3.38542
C -1.01084 1.15117 -3.97656
C -0.78737 1.57611 -5.43588
C -1.71661 2.74299 -5.76546
C -3.18422 2.29029 -5.78765
C -3.40329 1.07738 -4.87554
C -2.52939 1.16284 -3.62787
C -1.03483 -1.76457 -4.34848
C -0.43554 -2.12181 -5.72336
C 0.68934 -3.15573 -5.66842
C 0.27101 -4.40254 -4.89898
C -0.14616 -4.01802 -3.48577
C -1.30412 -3.02831 -3.51647
C 1.56534 -0.45451 -3.41320
C 2.15319 0.25358 -2.17329
C 2.50802 1.71597 -2.40539
C 3.50846 1.84116 -3.54449
C 2.88859 1.31302 -4.82982
C 2.34893 -0.11574 -4.70443
H -0.51768 1.88119 -3.32352
H -0.98436 0.75426 -6.12830
H 0.24576 1.87478 -5.58756
H -1.44006 3.18810 -6.72218
H -1.57102 3.51901 -5.00843
H -3.48077 2.03720 -6.80788
H -3.82660 3.11402 -5.47157
H -3.18319 0.16098 -5.43335
H -4.45167 1.00694 -4.58274
H -2.77619 0.38197 -2.90973
H -2.75403 2.09000 -3.09718
H -2.01350 -1.30591 -4.52792
H -0.10713 -1.23015 -6.25773
H -1.25012 -2.54288 -6.32199
H 1.57482 -2.73519 -5.18553
H 0.98570 -3.41029 -6.68795
H 1.08958 -5.12405 -4.87499
H -0.56694 -4.88936 -5.40973
H 0.70945 -3.58042 -2.96145
H -0.43639 -4.89788 -2.90760
H -1.59420 -2.73826 -2.50797
H -2.17042 -3.52778 -3.96510
H 1.68885 -1.53289 -3.24402
H 3.07742 -0.27319 -1.90756
H 1.47553 0.16088 -1.32649
H 2.90980 2.13462 -1.48088
H 1.60852 2.29525 -2.64154
H 4.41007 1.26966 -3.29695
H 3.81845 2.87842 -3.68245
H 3.61868 1.32364 -5.64190
H 2.09786 1.99917 -5.13146
H 3.20944 -0.79199 -4.72182
H 1.76729 -0.35347 -5.59496

=====

3.
Formula: C23H67O11
Source: the Open Molecules 2025 dataset
Level of theory: the ωB97M-V functional and the def2-TZVPD basis

The calculation puts the molar mass at 519.78 Da. Its net charge is -1.

Atoms and positions in Å:
C 0.83652 0.25052 -0.10697
C -0.08296 0.95661 -1.11414
C -1.24500 1.64997 -0.38571
O 0.59893 1.78930 -1.96344
H 1.42569 0.99895 0.43575
H 1.58744 -0.32569 -0.65689
H 0.33540 -0.37819 0.64127
H -0.54689 0.13260 -1.70026
H -1.65545 0.95632 0.36426
H -2.05027 1.97844 -1.04457
H -0.91953 2.55714 0.13303
C 4.83662 2.54170 2.86358
C 4.76431 1.10808 2.35381
C 3.91760 0.20452 3.24898
O 4.17710 1.14254 1.06628
H 3.84929 2.97949 3.03098
H 5.31518 3.11473 2.06604
H 5.40846 2.67656 3.78264
H 5.81276 0.79177 2.27318
H 4.24276 -0.83554 3.25089
H 2.88275 0.31103 2.92517
H 3.95646 0.56522 4.28366
H 4.47504 0.40215 0.51958
C -2.69151 4.04263 -2.82922
C -1.73081 3.88197 -4.00669
C -0.59925 4.89936 -3.97633
O -1.17655 2.56900 -3.98535
H -2.17131 4.20109 -1.88255
H -3.31530 3.15403 -2.76608
H -3.27225 4.96728 -2.94486
H -2.30722 3.89512 -4.93527
H -0.12290 4.97674 -4.95332
H 0.11495 4.68548 -3.18264
H -1.01286 5.89074 -3.74376
H -0.63726 2.44748 -3.15833
C -3.95488 -0.21956 -3.17790
C -2.75300 -1.00690 -3.67664
C -3.09944 -2.47313 -4.00352
O -2.15503 -0.36443 -4.79048
H -4.31047 -0.60032 -2.21836
H -4.77163 -0.27638 -3.90141
H -3.60439 0.80297 -3.03608
H -1.96989 -1.05677 -2.91749
H -2.49515 -2.83845 -4.83740
H -4.11780 -2.56236 -4.39939
H -2.93613 -3.10294 -3.12803
H -2.84276 -0.20827 -5.44852
C -1.58579 -1.13248 6.28677
C -1.09275 -0.42180 5.02932
C -0.06963 -1.16339 4.20730
O -2.23611 -0.10411 4.22174
H -0.81307 -1.26445 7.04762
H -2.01384 -2.11239 6.06070
H -2.38444 -0.54732 6.74581
H -0.68136 0.55604 5.29238
H -0.38537 -2.15949 3.88470
H 0.86432 -1.29033 4.75882
H 0.11647 -0.55692 3.31867
H -2.48866 -0.92165 3.77352
C -1.44619 -2.88653 -0.15241
C -2.41687 -4.03129 -0.38018
C -1.80838 -5.23619 -1.07051
O -2.78899 -4.45728 0.96916
H -1.89660 -2.08606 0.42756
H -1.26687 -2.45875 -1.14501
H -0.52349 -3.28873 0.25853
H -3.35050 -3.74684 -0.87322
H -2.57668 -5.99074 -1.25348
H -1.00189 -5.70221 -0.50574
H -1.40193 -4.94409 -2.04549
H -3.62696 -4.92821 0.93135
C 2.45497 -2.85148 1.16397
O 3.04650 -4.07133 1.61290
H 1.78474 -2.45832 1.92152
H 3.26895 -2.16981 0.91590
H 1.89774 -2.95548 0.22775
H 3.46358 -4.52726 0.88070
C 0.59676 2.70850 2.75521
O 1.25714 3.38434 1.69308
H 0.01820 3.38741 3.40150
H -0.14432 1.94188 2.53226
H 1.30101 2.27644 3.47882
H 1.46210 4.22769 2.10759
C -2.66996 4.73230 1.20047
O -1.62233 5.68247 1.20208
H -3.12893 4.72992 0.21392
H -2.29143 3.72408 1.38184
H -3.46170 4.94622 1.92745
H -1.10397 5.57900 2.00214
C 1.38815 -2.89701 -2.63234
O 0.72691 -2.20637 -3.67960
H 0.70650 -3.01968 -1.78239
H 1.76909 -3.89200 -2.88955
H 2.17562 -2.23274 -2.27481
H 0.16998 -2.85280 -4.12713
C 5.07718 -2.27214 -1.24705
O 4.73017 -1.06792 -0.59039
H 5.42712 -2.97277 -0.49138
H 4.25093 -2.74912 -1.78477
H 5.83970 -2.11331 -2.01557
H 4.49582 -0.40813 -1.25954

=====

4.
Formula: CH3Br2ClSi
Source: the Open Molecules 2025 dataset
Level of theory: the ωB97M-V functional and the def2-TZVPD basis

Its SMILES is C[Si](Cl)(Br)Br. The calculation puts the molar mass at 238.38 Da. The energy above the lowest of the compared OMol25 structures with the same formula, charge and spin is 67.3 kJ/mol.

Atoms and positions in Å:
C -1.13523 -0.01154 -0.17003
Si 0.77748 0.01079 -0.06079
Cl 1.20158 -0.05346 2.25821
Br 1.99740 -1.58390 -0.90188
Br 1.98583 1.72121 -0.82537
H -1.61049 -0.83563 0.33665
H -1.59998 0.73919 0.53506
H -1.61660 0.01335 -1.17187

=====

Let's list highest occupied orbital energy in order: -7.45, -9.94, -2.83, -10.60 eV.
Let's list orbital gap in order: 7.313, 7.222, 5.141, 10.747 eV.